(1)
23
Properties=species:S:1:pos:R:3:forces:R:3:mulliken_spin:R:1 method="wB97M-V/def2-TZVPD" s2=0.755 multiplicity=2 de_lowest_kj_mol=291.56 gap_ha="0.3789 / 0.1668" total_charge=+1
C -1.935 1.973 1.675 1.9246 -0.4178 0.1555 -0.004
O -1.604 0.886 2.493 0.9632 -1.3999 0.2118 0.024
C -0.765 2.423 0.762 -0.7155 -0.0801 1.1036 -0.016
C -1.318 3.371 -0.417 0.0890 -0.7135 0.2952 0.109
N -0.049 1.188 0.205 -2.8343 3.9486 -0.4246 0.850
H -2.358 2.707 2.342 0.1540 1.0097 -0.3566 0.001
H -2.662 1.655 0.990 -1.5897 -0.6498 -0.7505 -0.002
H -0.655 0.736 2.703 -0.9486 0.6789 -0.1421 -0.001
H -0.046 2.942 1.386 0.5082 0.3770 -0.1719 0.042
H -0.454 3.725 -0.940 0.4342 0.0115 -0.9055 -0.002
H -2.008 2.757 -1.057 0.6761 0.8628 0.5182 0.000
H -1.789 4.344 -0.079 0.2381 -1.5312 0.3554 0.011
H 0.509 1.506 -0.587 0.7838 -0.8382 -0.0013 -0.006
H -0.752 0.482 0.038 0.3236 -1.2772 0.0209 -0.004
H 1.493 -4.192 -3.556 0.6659 1.6774 1.1956 0.000
H 1.397 -3.346 -2.227 -0.2631 -0.3777 0.3294 0.000
O 1.861 -3.393 -3.060 -0.3815 -1.2998 -1.4325 0.000
H 1.902 -4.014 3.066 -0.7442 -0.2315 -0.3928 0.000
H 3.045 -3.894 3.973 0.3946 0.1982 -0.2023 0.000
O 2.782 -3.657 3.071 0.3201 0.0444 0.5924 0.000
H 0.846 -1.413 -3.408 0.6371 -0.5818 0.7424 0.000
H 0.559 -1.263 -4.869 -1.7516 0.9031 2.9553 0.000
O 0.140 -1.041 -3.920 1.1159 -0.3130 -3.6958 0.000


(2)
33
Properties=species:S:1:pos:R:3:forces:R:3:mulliken_charge:R:1 method="wB97M-V/def2-TZVPD" multiplicity=1 gap_ha=0.3190 smiles="O=C(Nc1ccccc1)Nc1ccc2c(c1)B(O)OC2"
O -0.127 0.331 0.896 -0.0620 -0.3940 0.9893 -0.660
C -0.324 1.126 0.018 0.0856 0.0986 -0.0968 0.545
N -0.950 2.340 0.285 0.6286 1.2387 -2.1083 -0.165
C -1.524 2.693 1.526 -1.0383 -0.3906 0.2172 0.358
C -2.311 3.851 1.610 0.4622 -0.6876 -0.4614 -0.430
C -2.979 4.137 2.786 0.7250 -0.1768 -0.3415 -0.579
C -2.857 3.321 3.900 0.3302 0.4590 -0.2323 -0.413
C -2.131 2.147 3.815 -0.7135 0.8067 -0.1752 -0.795
C -1.542 1.822 2.621 0.6726 -0.3579 -0.2721 -0.143
N 0.079 0.828 -1.276 -0.8632 1.4641 -0.1481 -0.190
C 0.624 -0.401 -1.677 0.3149 0.0037 0.1338 0.703
C 0.893 -0.618 -3.028 0.3778 0.6007 0.1515 -0.625
C 1.512 -1.793 -3.395 -0.1493 -0.2178 -0.1587 -0.957
C 1.820 -2.775 -2.475 0.0955 0.4194 0.1582 0.349
C 1.581 -2.545 -1.129 0.4414 -0.7579 -1.1154 -0.521
C 1.002 -1.363 -0.753 -0.5570 -0.0590 1.3427 -0.514
B 2.167 -3.809 -0.457 -0.0361 -0.5830 1.0914 0.661
O 2.075 -4.062 0.906 0.6543 -0.3357 -1.1714 -0.580
O 2.747 -4.661 -1.429 -0.6453 0.7698 2.2493 -0.451
C 2.501 -4.091 -2.678 -0.0426 -0.1243 -1.5745 -0.376
H -0.875 3.104 -0.443 -0.2903 -1.4165 1.3916 0.259
H -2.431 4.446 0.707 -0.0108 0.1906 0.2659 0.277
H -3.530 5.044 2.806 -0.5694 0.6213 0.2766 0.380
H -3.240 3.678 4.825 -0.5420 -0.0262 0.6592 0.393
H -2.077 1.482 4.655 0.1079 -0.2405 0.1997 0.387
H -1.078 0.866 2.541 0.2988 -0.1560 -0.0172 0.516
H -0.229 1.454 -2.012 0.1504 -0.2789 0.1482 0.227
H 0.777 0.205 -3.750 -0.1972 -0.5455 0.2452 0.292
H 1.771 -1.936 -4.408 0.2100 -0.1136 -1.1162 0.468
H 0.784 -1.204 0.291 0.2461 -0.0302 -0.2653 0.775
H 2.568 -4.852 1.171 -0.2044 0.1405 -0.0459 0.286
H 3.453 -3.987 -3.208 -0.0809 -0.0172 -0.1150 0.286
H 1.853 -4.779 -3.238 0.2012 0.0962 -0.1046 0.239


(3)
16
Properties=species:S:1:pos:R:3:forces:R:3:mulliken_charge:R:1 method="wB97M-V/def2-TZVPD" multiplicity=1 de_lowest_kj_mol=255.98 gap_ha=0.3323
C -0.060 1.791 -0.484 0.0270 0.0387 0.0391 -1.509
C -0.102 0.333 -0.112 0.0942 -0.0243 -0.0304 1.153
C -1.274 -0.225 0.635 -0.2068 0.0264 -0.0801 -0.916
C 0.088 -0.191 1.304 0.0939 -0.0410 0.3516 -0.098
C 0.629 -1.586 1.270 -0.1628 0.1890 -0.6014 -0.745
N 0.810 -1.793 -0.027 -0.0624 -0.1398 0.2860 -0.008
C 0.681 -0.650 -0.953 -0.0709 -0.0106 0.0644 -0.694
H 0.973 2.136 -0.607 -0.1329 -0.0266 0.0213 0.338
H -0.534 2.401 0.292 0.0840 -0.0692 -0.1060 0.365
H -0.595 1.972 -1.424 0.0815 -0.0136 0.1330 0.318
H -2.016 0.479 1.003 0.1491 -0.0355 -0.1348 0.300
H -1.670 -1.210 0.386 0.0752 0.2179 0.0285 0.238
H 0.238 0.458 2.160 -0.0698 -0.1215 -0.0998 0.443
H 1.685 -0.242 -1.143 -0.2000 -0.0544 -0.1343 0.306
H 0.912 -2.729 -0.389 0.3911 0.0534 0.0445 0.205
H 0.236 -0.943 -1.911 -0.0904 0.0111 0.2186 0.303


(4)
91
Properties=species:S:1:pos:R:3:forces:R:3:mulliken_spin:R:1 method="wB97M-V/def2-TZVPD" s2=0.888 multiplicity=2 de_lowest_kj_mol=5.41 gap_ha="0.2812 / 0.2207" total_charge=+1
V -0.185 -0.792 0.336 -0.3341 -0.7720 0.1206 1.187
C -3.434 1.795 -1.217 0.0103 0.0058 -0.0586 -0.001
O -2.291 2.599 -0.823 0.2021 0.0561 0.0439 -0.002
C -1.437 1.749 -0.280 0.6761 0.8488 -0.1762 -0.024
N -1.835 0.571 0.011 -0.3864 -0.5106 0.1946 -0.005
C -3.256 0.500 -0.399 -0.1590 -0.1780 0.0585 0.008
C -4.220 0.434 0.761 -0.0027 -0.0385 0.0333 0.014
C -5.410 -0.271 0.615 0.0338 -0.0458 -0.0050 0.002
C -6.346 -0.291 1.637 -0.0247 0.0076 0.0259 0.001
C -6.102 0.404 2.814 -0.0192 -0.0067 -0.0063 0.000
C -4.926 1.125 2.958 0.0139 0.0097 0.0060 0.002
C -3.991 1.144 1.932 0.0405 -0.0037 0.0040 -0.006
C -0.014 2.098 -0.153 -0.6345 0.4130 -0.1309 -0.042
C 0.562 3.329 -0.392 -0.0846 0.0413 -0.0404 0.033
C 1.950 3.416 -0.409 -0.0265 0.2435 -0.0417 -0.066
C 2.700 2.268 -0.239 0.0807 -0.1922 0.0326 0.031
C 2.037 1.077 0.002 0.7358 -0.3507 0.0549 -0.058
N 0.705 0.998 0.083 0.1038 -0.6045 -0.0647 -0.049
C 2.650 -0.257 0.058 0.0311 1.1185 -0.3288 0.002
N 1.933 -1.288 0.297 -0.6625 -0.1918 0.2884 -0.043
C 2.812 -2.466 0.143 0.0091 -0.2104 0.0567 -0.009
C 4.071 -1.851 -0.502 0.0238 0.0082 0.0446 0.003
O 3.920 -0.421 -0.266 0.0163 -0.0419 0.0486 -0.006
C 3.066 -3.164 1.455 0.0843 -0.0690 0.0043 0.037
C 3.853 -2.565 2.435 0.0194 0.0010 0.0131 0.000
C 4.133 -3.233 3.617 -0.0078 0.0188 -0.0020 0.000
C 3.637 -4.513 3.825 -0.0009 -0.0118 0.0084 0.000
C 2.858 -5.118 2.851 -0.0004 -0.0065 0.0211 0.001
C 2.571 -4.444 1.673 0.0211 0.0405 -0.0083 -0.004
H -3.356 1.633 -2.291 -0.0135 -0.0041 -0.0034 0.001
H -4.336 2.347 -0.973 -0.0146 -0.0174 0.0034 -0.001
H -3.383 -0.373 -1.039 -0.0237 -0.0034 0.0038 -0.005
H -5.603 -0.814 -0.304 -0.0027 -0.0048 0.0020 0.000
H -7.266 -0.847 1.515 0.0058 0.0044 -0.0003 0.000
H -6.831 0.390 3.613 0.0038 -0.0020 -0.0019 0.000
H -4.739 1.680 3.868 0.0011 0.0016 -0.0016 0.000
H -3.076 1.714 2.048 -0.0104 -0.0105 0.0082 -0.003
H -0.062 4.188 -0.593 -0.0083 -0.0074 -0.0031 0.002
H 2.433 4.364 -0.599 -0.0024 -0.0087 0.0008 -0.004
H 3.779 2.275 -0.318 -0.0046 -0.0056 0.0083 0.002
H 2.333 -3.161 -0.542 0.0222 -0.0202 -0.0149 -0.013
H 4.106 -1.994 -1.580 -0.0225 0.0066 -0.0059 0.000
H 5.000 -2.171 -0.039 -0.0136 -0.0098 -0.0120 0.000
H 4.271 -1.577 2.267 -0.0102 -0.0132 0.0095 0.000
H 4.755 -2.762 4.368 -0.0037 -0.0047 -0.0012 0.000
H 3.870 -5.042 4.740 -0.0002 0.0036 -0.0085 0.000
H 2.480 -6.121 3.003 0.0000 0.0042 -0.0009 0.000
H 1.978 -4.925 0.904 -0.0098 -0.0104 -0.0090 -0.001
C 1.331 -0.294 3.678 -0.0472 -0.0310 0.0499 0.000
P -0.133 -0.993 2.848 0.1405 0.2248 -0.2316 0.003
C -1.489 -0.309 3.858 -0.0571 0.0402 -0.0630 0.000
C -0.172 -2.754 3.307 -0.0380 -0.0261 -0.0432 0.000
C 0.289 -3.204 4.541 0.0284 -0.0071 0.0077 0.002
C 0.160 -4.538 4.894 0.0051 0.0088 0.0224 0.001
C -0.434 -5.433 4.016 -0.0199 0.0004 -0.0492 0.001
C -0.891 -4.994 2.783 -0.0148 0.0015 0.0215 -0.002
C -0.766 -3.656 2.416 -0.0236 -0.0112 0.0050 0.001
P -1.406 -3.024 0.824 0.2327 0.1968 -0.0768 0.000
C -3.202 -2.936 1.145 0.0062 0.0190 0.0238 0.010
C -1.324 -4.452 -0.308 0.0109 -0.0033 0.0347 0.001
H 2.217 -0.853 3.385 0.0220 -0.0034 -0.0140 0.000
H 1.238 -0.309 4.764 0.0033 -0.0102 -0.0122 0.000
H 1.444 0.742 3.354 -0.0063 0.0011 0.0062 0.002
H -2.455 -0.647 3.482 0.0274 0.0146 0.0216 0.003
H -1.463 0.781 3.808 -0.0165 -0.0030 -0.0023 -0.001
H -1.379 -0.621 4.898 0.0179 -0.0022 -0.0240 -0.002
H 0.758 -2.515 5.233 -0.0049 -0.0075 -0.0003 0.000
H 0.526 -4.879 5.853 -0.0060 0.0044 -0.0056 0.000
H -0.539 -6.474 4.291 0.0000 0.0045 -0.0051 0.000
H -1.351 -5.703 2.105 0.0021 -0.0058 0.0045 0.000
H -3.549 -3.882 1.563 -0.0047 0.0225 -0.0014 0.000
H -3.724 -2.749 0.208 -0.0319 0.0139 -0.0466 -0.001
H -3.440 -2.126 1.834 0.0121 -0.0102 0.0005 -0.003
H -0.333 -4.903 -0.278 0.0052 0.0127 -0.0173 0.000
H -1.505 -4.101 -1.323 -0.0349 0.0023 -0.0011 0.000
H -2.073 -5.202 -0.054 0.0346 -0.0191 0.0005 -0.001
F 1.912 -2.978 -4.073 -0.0448 0.0201 0.0273 0.000
C 0.795 -2.859 -3.381 -0.0615 0.1001 -0.0958 -0.002
F -0.221 -3.337 -4.079 -0.0783 -0.0552 -0.0038 0.000
F 0.915 -3.586 -2.254 0.0451 -0.0599 0.0388 -0.001
S 0.497 -1.086 -2.903 0.3637 0.5313 -0.2960 0.009
O -0.380 -1.202 -1.734 -0.1300 -0.3558 0.5951 0.000
O 1.813 -0.581 -2.628 -0.0582 -0.1010 0.0124 0.000
N -0.370 -0.428 -3.995 0.0656 -0.0930 0.0128 0.000
S 0.248 0.089 -5.390 0.0620 0.1260 -0.0421 0.000
O -0.790 0.121 -6.361 -0.0295 -0.0251 0.0045 0.000
O 1.526 -0.486 -5.673 -0.0257 0.0091 -0.0232 0.000
C 0.559 1.863 -4.976 -0.0030 -0.0188 -0.0003 0.000
F 0.964 2.505 -6.061 0.0211 0.0087 -0.0087 0.000
F -0.559 2.437 -4.522 -0.0087 0.0064 -0.0032 0.000
F 1.495 1.976 -4.028 -0.0119 0.0025 0.0081 0.000